No. 1
Formula: C3H4N3
Source: the OMol25 dataset
Level of theory: ωB97M-V with the def2-TZVPD basis set

- Net charge: +1
- Highest occupied orbital energy (spin up / spin down): -16.74 / -16.76 eV
- Energy above the lowest of the compared OMol25 structures with the same formula, charge and spin: 126.9 kcal per mole
- Maximum force: 4.95 eV/Å
- HOMO-LUMO gap (spin up / spin down): 7.4 / 7.4 eV

Element x y z (Å)
C (3.941, -0.353, 1.698)
C (0.931, 0.043, 0.448)
C (-0.507, -0.033, 0.535)
N (1.884, -0.905, 0.816)
N (2.879, -0.889, 1.516)
N (1.614, 0.946, -0.166)
H (-0.951, 0.565, -0.381)
H (-0.874, 0.538, 1.345)
H (-0.898, -1.054, 0.750)
H (2.541, 0.826, -0.115)

No. 2
Formula: C8H11NO2
Source: the OMol25 dataset
Level of theory: ωB97M-V with the def2-TZVPD basis set

- Structure (SMILES): O=[N+]([O-])C1=CCCCC1.C#C
- Highest occupied orbital energy: -9.80 eV
- Energy above the lowest of the compared OMol25 structures with the same formula, charge and spin: 165.9 kcal per mole
- Maximum force: 6.57 eV/Å
- HOMO-LUMO gap: 9.8 eV

Element x y z (Å)
O (-2.674, -1.243, -0.684)
N (-2.119, -0.789, 0.325)
O (-2.744, -0.531, 1.298)
C (-0.692, -0.643, 0.287)
C (-0.124, 0.057, 1.277)
C (1.311, 0.403, 1.298)
C (2.187, -0.068, 0.042)
C (1.655, -1.233, -0.624)
C (0.054, -1.154, -0.907)
H (-0.743, 0.405, 2.103)
H (1.685, -0.162, 2.234)
H (1.314, 1.531, 1.398)
H (3.117, 0.095, 0.469)
H (2.132, 0.813, -0.633)
H (1.988, -1.433, -1.589)
H (1.749, -2.178, -0.099)
H (-0.024, -0.338, -1.759)
H (-0.273, -2.150, -1.387)
C (-2.450, 1.888, -1.004)
C (-1.491, 2.438, -0.466)
H (-3.276, 1.486, -1.390)
H (-0.580, 2.807, -0.190)

No. 3
Formula: C6H21NO7P3S
Source: the OMol25 dataset
Level of theory: ωB97M-V with the def2-TZVPD basis set

- Net charge: +1
- Highest occupied orbital energy: -11.96 eV
- Energy above the lowest of the compared OMol25 structures with the same formula, charge and spin: 0.0 kcal per mole
- Maximum force: 8.97 eV/Å
- HOMO-LUMO gap: 6.6 eV

Element x y z (Å)
N (0.396, -4.862, 2.863)
P (-0.455, -4.333, 1.619)
O (-0.845, -5.555, 0.564)
O (0.498, -3.276, 0.766)
S (-2.218, -3.382, 2.444)
P (-4.045, -3.963, 1.438)
O (-5.066, -2.876, 1.777)
H (-0.122, -4.634, 3.724)
H (-1.132, -6.328, 1.085)
H (0.880, -2.624, 1.393)
H (-2.320, -3.868, 3.746)
H (-3.893, -4.083, 0.025)
H (-4.552, -5.205, 1.966)
O (0.740, 0.151, -0.058)
P (1.439, 1.457, -0.451)
O (0.072, 2.381, -0.678)
C (-0.960, 2.409, 0.298)
C (-0.602, 3.304, 1.474)
O (1.771, 1.023, -2.023)
C (2.047, -0.350, -2.318)
C (0.807, -1.041, -2.867)
O (2.447, 2.795, -0.684)
C (2.124, 3.879, -1.558)
C (1.690, 5.093, -0.743)
H (-1.197, 1.403, 0.651)
H (-1.857, 2.794, -0.189)
H (0.386, 3.057, 1.876)
H (-1.344, 3.208, 2.270)
H (-0.581, 4.349, 1.161)
H (2.420, -0.867, -1.431)
H (2.845, -0.385, -3.061)
H (-0.100, -0.742, -2.338)
H (0.905, -2.127, -2.804)
H (0.659, -0.768, -3.915)
H (1.377, 3.597, -2.298)
H (3.038, 4.120, -2.106)
H (1.621, 4.867, 0.320)
H (0.722, 5.467, -1.086)
H (2.405, 5.911, -0.853)

No. 4
Formula: CH12Na7O9
Source: the OMol25 dataset
Level of theory: ωB97M-V with the def2-TZVPD basis set

- Net charge: +5
- Highest occupied orbital energy: -20.07 eV
- Energy above the lowest of the compared OMol25 structures with the same formula, charge and spin: 16.1 kcal per mole
- Maximum force: 11.80 eV/Å
- HOMO-LUMO gap: 3.5 eV

Element x y z (Å)
Na (13.574, 16.124, 12.633)
Na (9.984, 18.242, 14.468)
Na (14.055, 12.692, 15.786)
Na (7.573, 17.999, 17.684)
Na (6.091, 13.866, 13.747)
Na (10.770, 13.683, 11.715)
Na (13.625, 17.203, 16.937)
C (10.056, 14.591, 15.831)
O (10.169, 13.692, 16.651)
O (10.964, 14.850, 15.104)
O (9.035, 15.230, 15.758)
O (9.121, 11.173, 13.883)
H (9.580, 11.611, 14.599)
H (8.362, 10.765, 14.298)
O (9.002, 10.689, 18.573)
H (9.222, 11.425, 18.002)
H (8.266, 10.259, 18.136)
O (12.061, 9.928, 16.408)
H (11.476, 10.193, 17.118)
H (12.517, 9.158, 16.747)
O (10.859, 16.387, 20.117)
H (10.491, 15.810, 19.449)
H (11.106, 17.180, 19.640)
O (13.061, 13.370, 18.893)
H (12.691, 13.253, 19.769)
H (12.300, 13.408, 18.314)
O (6.872, 13.346, 18.474)
H (7.790, 13.541, 18.288)
H (6.785, 12.409, 18.298)

No. 5
Formula: C5H10O2
Source: the OMol25 dataset
Level of theory: ωB97M-V with the def2-TZVPD basis set

- Highest occupied orbital energy: -9.38 eV
- Energy above the lowest of the compared OMol25 structures with the same formula, charge and spin: 62.1 kcal per mole
- Maximum force: 1.22 eV/Å
- HOMO-LUMO gap: 10.2 eV

Element x y z (Å)
O (0.762, -0.828, 1.949)
C (-0.370, 0.022, 1.941)
C (-0.318, 0.821, 0.653)
C (-0.306, -0.046, -0.611)
C (-0.127, 0.715, -1.943)
O (1.104, 0.034, -2.230)
C (0.845, -0.896, -1.178)
H (0.675, -1.438, 2.689)
H (-0.365, 0.701, 2.811)
H (-1.307, -0.558, 1.980)
H (0.543, 1.502, 0.700)
H (-1.211, 1.467, 0.626)
H (-1.103, -0.797, -0.628)
H (0.020, 1.802, -1.877)
H (-0.897, 0.507, -2.698)
H (0.324, -1.811, -1.570)
H (1.731, -1.195, -0.615)

No. 6
Formula: C6H6N4O4
Source: the OMol25 dataset
Level of theory: ωB97M-V with the def2-TZVPD basis set

- Net charge: -2
- Highest occupied orbital energy: -1.57 eV
- Energy above the lowest of the compared OMol25 structures with the same formula, charge and spin: 0.0 kcal per mole
- Maximum force: 4.29 eV/Å
- HOMO-LUMO gap: 7.8 eV

Element x y z (Å)
C (1.458, 2.136, 0.832)
C (1.189, 0.801, 0.813)
C (-0.341, 1.902, -0.199)
C (-2.631, -0.866, -2.283)
C (0.822, -3.289, 0.241)
C (-0.638, -1.747, -1.043)
N (0.542, 2.841, 0.210)
N (-0.066, 0.674, 0.182)
N (-1.601, -0.861, -1.151)
N (0.139, -1.945, -0.023)
O (-3.512, 0.005, -2.070)
O (1.286, -3.399, 1.375)
O (-2.471, -1.657, -3.202)
O (0.741, -4.034, -0.706)
H (2.354, 2.728, 1.175)
H (1.860, 0.011, 1.253)
H (-1.183, 2.299, -0.751)
H (-0.709, -2.732, -1.631)
H (-1.630, -0.031, -0.576)
H (0.018, -1.121, 0.580)

No. 7
Formula: C2H9N3
Source: the OMol25 dataset
Level of theory: ωB97M-V with the def2-TZVPD basis set

- Structure (SMILES): C=N.NCN
- Highest occupied orbital energy: -8.46 eV
- Energy above the lowest of the compared OMol25 structures with the same formula, charge and spin: 38.9 kcal per mole
- Maximum force: 1.77 eV/Å
- HOMO-LUMO gap: 9.6 eV

Element x y z (Å)
C (-2.810, 0.049, 0.403)
N (-1.997, 0.031, -0.561)
H (-2.953, -0.805, 1.058)
H (-3.596, 0.816, 0.411)
H (-1.922, 0.939, -1.016)
N (1.681, 1.061, -0.398)
C (1.673, -0.089, 0.514)
N (1.060, -1.286, -0.019)
H (1.777, 0.717, -1.339)
H (0.905, 1.693, -0.253)
H (2.716, -0.211, 0.814)
H (1.149, 0.223, 1.419)
H (0.575, -1.115, -0.887)
H (1.742, -2.022, -0.146)

No. 8
Formula: C15H15N3O2S
Source: the OMol25 dataset
Level of theory: ωB97M-V with the def2-TZVPD basis set

- Structure (SMILES): CSc1ccc(NC(=O)Nc2ccccc2C(N)=O)cc1
- Highest occupied orbital energy: -7.71 eV
- Energy above the lowest of the compared OMol25 structures with the same formula, charge and spin: 0.0 kcal per mole
- Maximum force: 0.62 eV/Å
- HOMO-LUMO gap: 8.3 eV

Element x y z (Å)
C (4.861, 2.048, -1.022)
S (5.266, 0.622, 0.026)
C (3.777, -0.329, 0.020)
C (3.693, -1.366, 0.946)
C (2.560, -2.145, 1.019)
C (1.480, -1.903, 0.169)
N (0.342, -2.713, 0.270)
C (-0.991, -2.389, 0.167)
O (-1.832, -3.264, 0.183)
N (-1.236, -1.043, 0.095)
C (-2.452, -0.407, -0.056)
C (-3.598, -1.092, -0.467)
C (-4.785, -0.420, -0.665)
C (-4.858, 0.951, -0.470)
C (-3.741, 1.637, -0.040)
C (-2.532, 0.981, 0.193)
C (-1.352, 1.727, 0.693)
N (-1.614, 2.856, 1.390)
O (-0.193, 1.372, 0.512)
C (1.589, -0.898, -0.787)
C (2.724, -0.114, -0.857)
H (4.784, 1.742, -2.062)
H (5.687, 2.743, -0.905)
H (3.938, 2.503, -0.675)
H (4.525, -1.546, 1.611)
H (2.499, -2.943, 1.744)
H (0.496, -3.672, 0.548)
H (-0.458, -0.402, 0.266)
H (-3.534, -2.155, -0.628)
H (-5.657, -0.967, -0.991)
H (-5.781, 1.481, -0.651)
H (-3.802, 2.709, 0.083)
H (-2.541, 3.113, 1.673)
H (-0.832, 3.361, 1.774)
H (0.795, -0.735, -1.498)
H (2.773, 0.657, -1.609)